Formula: C31H42ClFINO6PS
Source: OMol25
Level of theory: the ωB97M-V functional and the def2-TZVPD basis

Geometry (Å):
1 C 1.922 -4.304 5.389
2 C 0.472 -4.356 4.726
3 C -0.068 -2.875 4.504
4 C 0.786 -2.230 3.313
5 C 1.982 -1.296 3.859
6 C -0.133 -1.435 2.305
7 C -0.993 -0.322 2.768
8 C -1.073 0.164 4.249
9 I -1.081 2.356 4.425
10 C -2.228 -0.504 5.101
11 C -1.815 -0.332 6.635
12 C -1.812 0.424 1.791
13 C -1.784 0.093 0.387
14 C -0.924 -1.018 -0.086
15 C -0.109 -1.780 0.858
16 C 0.808 -2.932 0.317
17 C 0.213 -4.309 0.800
18 C 1.354 -5.414 0.603
19 Cl -1.308 -4.768 -0.083
20 C -0.924 -1.278 -1.631
21 O -0.956 -2.379 -2.119
22 C -0.928 0.034 -2.490
23 C -1.781 1.137 -2.015
24 C -1.810 2.396 -2.738
25 C -0.975 2.521 -3.917
26 C -0.925 3.883 -4.713
27 C 0.385 4.634 -4.173
28 C 0.176 5.312 -2.762
29 S 0.601 4.240 -1.322
30 C -0.101 1.439 -4.429
31 C 0.822 1.594 -5.671
32 P 0.080 0.992 -7.275
33 O 0.822 -0.236 -7.690
34 O -1.539 0.673 -7.197
35 O 0.441 2.155 -8.428
36 C -0.102 0.168 -3.676
37 C 0.807 -0.999 -4.177
38 C 2.118 -0.944 -3.289
39 O 2.035 -0.628 -2.146
40 F 3.366 -1.214 -3.807
41 C -2.590 0.874 -0.700
42 O -3.736 1.211 -0.545
43 H 1.834 -3.645 6.294
44 H 2.232 -5.350 5.638
45 H 2.639 -3.858 4.650
46 H 0.603 -4.901 3.748
47 H -0.230 -4.956 5.372
48 H -1.126 -2.972 4.146
49 H -0.028 -2.263 5.441
50 H 1.305 -3.088 2.806
51 H 1.916 -0.271 3.399
52 H 2.960 -1.788 3.621
53 H 1.834 -1.199 4.969
54 H -0.104 -0.141 4.732
55 H -3.189 0.040 4.876
56 H -2.334 -1.602 4.901
57 H -2.410 -0.988 7.312
58 H -0.728 -0.616 6.728
59 H -1.907 0.756 6.903
60 H -2.454 1.289 2.093
61 H 0.950 -2.894 -0.792
62 H 1.829 -2.744 0.758
63 H -0.044 -4.286 1.886
64 H 2.351 -4.931 0.754
65 H 1.250 -5.784 -0.445
66 H 1.239 -6.211 1.377
67 H -2.447 3.231 -2.354
68 H -0.788 3.638 -5.798
69 H -1.829 4.514 -4.535
70 H 1.181 3.843 -4.060
71 H 0.789 5.359 -4.936
72 H -0.892 5.642 -2.656
73 H 0.799 6.247 -2.731
74 H 1.946 3.976 -1.298
75 H 1.106 2.675 -5.809
76 H 1.783 1.053 -5.477
77 H -1.632 -0.048 -6.540
78 H 0.301 3.015 -7.979
79 H 0.332 -2.005 -4.037
80 H 1.064 -0.923 -5.267
81 N 0.073 6.401 1.408
82 H 0.976 6.802 1.671
83 H 0.179 5.858 0.533
84 H -0.256 5.781 2.154
85 H -0.606 7.152 1.266

Values from the calculation:
Total charge: +1
Energy above the lowest of the compared OMol25 structures with the same formula, charge and spin, kcal/mol: 113.7